Record 1
Here is a 6-piece molecular cluster, C2H17NO5 overall in a non-equilibrium geometry from OMol25. Energies are from ωB97M-V with the def2-TZVPD basis set.

Structure (ORCA input):
```
! RIJCOSX wB97M-V def2-TZVPD def2/J DEFGRID3
* xyz 0 1
C 0.0306 1.9374 2.5391
C 1.1522 1.0342 1.9474
N 0.7531 -0.3289 1.6430
H -0.8900 1.3565 2.6154
H 0.2918 2.2903 3.5369
H -0.1904 2.7811 1.8844
H 1.5546 1.5109 1.0602
H 1.9381 0.9672 2.6970
H 0.0195 -0.3940 0.9354
H 0.4791 -0.8437 2.4634
H -0.4356 0.1260 -2.6084
H -0.8211 1.6162 -3.0901
O -1.0258 0.9008 -2.4855
H -2.6389 1.0497 0.5820
H -2.0463 1.2365 -0.8724
O -2.7174 0.7839 -0.3372
H -2.0072 -1.1468 -0.4100
H -1.9170 -2.6308 -0.7479
O -1.4701 -1.9461 -0.2384
H 0.1903 -1.8691 -1.4831
H 1.3681 -0.9384 -1.7774
O 0.5695 -1.3024 -2.1830
H 2.4753 -1.1850 0.5468
H 2.7784 0.0251 -0.2758
O 3.0912 -0.8756 -0.1428
*
```

Properties
HOMO level = -9.7 eV
SMILES string = CCN.O.O.O.O.O
Kohn-Sham gap = 0.37368 Ha
LUMO energy = 0.51 eV
relative energy (zero: lowest compared OMol25 entry of this formula, charge and spin) = 65.3 kJ/mol
strongest force on any atom = 1.093 eV/Å
calculated total energy = -14077.9975 eV

Record 2
Here is a 2-piece molecular cluster, C3H12N3O overall from OMol25. Energies are from ωB97M-V with the def2-TZVPD basis set.

Structure (ORCA input):
```
! RIJCOSX wB97M-V def2-TZVPD def2/J DEFGRID3
* xyz 1 1
N -0.6519 0.8931 1.0400
C -1.5027 0.4165 2.1352
O -2.6646 1.1963 2.1304
H -1.2176 1.5322 0.4847
H 0.0814 1.4856 1.4123
H -1.7476 -0.6380 1.9882
H -0.9632 0.5137 3.0765
H -3.3818 0.7445 2.5876
C 1.7987 -0.1932 -1.4288
C 0.7930 -1.0446 -1.6237
N -0.1302 -1.3233 -0.5076
N 2.8121 0.0569 -2.3121
H 1.8993 0.3043 -0.4777
H 0.5926 -1.6144 -2.5147
H 0.2322 -2.0166 0.1457
H -0.3663 -0.4224 0.0573
H -1.0047 -1.6974 -0.8665
H 2.6695 -0.2372 -3.2677
H 3.2399 0.9667 -2.2558
*
```

Properties
HOMO level = -12.8 eV
Kohn-Sham gap = 0.35901 Ha
LUMO energy = -2.98 eV
relative energy (zero: lowest compared OMol25 entry of this formula, charge and spin) = 209.3 kJ/mol
strongest force on any atom = 0.494 eV/Å
calculated total energy = -9816.6440 eV

Record 3
Here is C21H25IrN7O5S as an isolated structure in a non-equilibrium geometry from OMol25. Energies are from ωB97M-V with the def2-TZVPD basis set.

Structure (ORCA input):
```
! RIJCOSX wB97M-V def2-TZVPD def2/J DEFGRID3
* xyz 2 2
Ir -0.4318 -0.2895 0.1406
C 3.7394 0.8905 1.3958
C 2.3335 0.4126 1.3073
N 1.7543 0.1608 0.1965
O 2.4301 0.4430 -0.9422
C 1.5247 0.1285 2.4808
C 2.0782 0.0229 3.8626
N 0.2669 -0.0289 2.2371
O -0.6445 -0.3393 3.0066
H 3.9556 1.5816 0.5833
H 4.4168 0.0416 1.2689
H 3.9445 1.3607 2.3528
H 1.9546 -0.0130 -1.6537
H 3.0894 -0.3775 3.8431
H 1.4427 -0.6241 4.4639
H 2.1027 1.0037 4.3425
C -5.8571 -1.5050 -5.6373
C -5.2759 -1.2207 -4.2909
C -5.8536 -0.2655 -3.4497
C -5.2964 0.0231 -2.2189
C -4.1547 -0.6607 -1.8245
C -3.5612 -1.6233 -2.6338
C -4.1315 -1.9027 -3.8579
S -3.4146 -0.2302 -0.2977
O -2.6656 -1.3564 0.2608
O -4.3076 0.4985 0.5377
N -2.1183 0.7043 -0.7324
C -1.8228 2.0058 -0.5314
C -2.6538 3.1227 -0.5716
C -2.0660 4.3592 -0.3796
C -0.6911 4.4516 -0.1805
C 0.0606 3.2857 -0.1339
N -0.5011 2.0963 -0.2889
H -6.5615 -0.7331 -5.9375
H -6.3908 -2.4586 -5.6278
H -5.0732 -1.5972 -6.3886
H -6.7476 0.2518 -3.7706
H -5.7408 0.7501 -1.5517
H -2.6754 -2.1415 -2.2897
H -3.6923 -2.6561 -4.4988
H -3.7142 3.0096 -0.7449
H -2.6694 5.2564 -0.3911
H -0.2049 5.4067 -0.0509
H 1.1330 3.3040 0.0133
C 0.9966 -4.4099 -2.3281
N 0.4106 -4.1040 -1.0235
C -0.0592 -5.0749 -0.1904
C -0.5629 -4.7906 1.0297
C -0.5737 -3.4306 1.4614
N -0.1245 -2.4905 0.6094
C 0.2952 -2.8016 -0.6383
O 0.5638 -1.8612 -1.4060
N -0.9802 -3.0690 2.6608
H 1.1384 -5.4827 -2.4155
H 1.9567 -3.9090 -2.4270
H 0.3441 -4.0611 -3.1268
H -0.0201 -6.0874 -0.5668
H -0.9487 -5.5690 1.6690
H -1.3594 -3.7446 3.3034
H -1.0430 -2.0805 2.8973
*
```

Properties
HOMO level (spin up / spin down) = -14.0 / -14.0 eV
expectation value of S² = 1.165
Kohn-Sham gap (spin up / spin down) = 0.22159 / 0.21256 Ha
LUMO energy (spin up / spin down) = -7.97 / -8.26 eV
relative energy (zero: lowest compared OMol25 entry of this formula, charge and spin) = 348.1 kJ/mol
strongest force on any atom = 5.042 eV/Å
calculated total energy = -56505.6875 eV

Record 4
Here is the molecule C6H11P in a non-equilibrium geometry from OMol25. Energies are from ωB97M-V with the def2-TZVPD basis set.

Structure (ORCA input):
```
! RIJCOSX wB97M-V def2-TZVPD def2/J DEFGRID3
* xyz 0 1
C -0.8823 0.9332 1.0792
C 0.3715 0.2754 1.7822
C 0.8973 0.6937 -0.5695
C -0.5283 0.2224 -0.2648
C 0.6143 -0.4093 0.4193
C -1.3761 -0.0957 -1.5076
P 1.2878 -2.3500 0.3524
H -1.7606 0.7760 1.5799
H -0.9464 2.0106 0.9386
H 1.1788 0.8337 2.0275
H 0.0097 -0.3571 2.5788
H 1.2696 0.5629 -1.6238
H 1.2694 1.6256 -0.3157
H -1.5901 0.7011 -2.2970
H -2.3916 -0.5476 -1.1528
H -0.9292 -0.8865 -1.9314
H 2.5696 -2.0193 0.3715
H 1.2718 -2.4635 -0.9613
*
```

Properties
HOMO level = -8.9 eV
SMILES string = C[C@@]12CC[C@]1(P)C2
Kohn-Sham gap = 0.36531 Ha
LUMO energy = 1.07 eV
relative energy (zero: lowest compared OMol25 entry of this formula, charge and spin) = 236.0 kJ/mol
strongest force on any atom = 4.648 eV/Å
calculated total energy = -15685.3974 eV

- Look up the strongest force on any atom of the third one.
  5.042 eV/Å

- The highest strongest force on any atom belongs to which entry?
  C21H25IrN7O5S